Record 1
Density functional theory data (ωB97M-V/def2-TZVPD) for a structure of composition C38H38FN3O3OsP.

As for the multiplicity: 5. As for the total charge: +3. Its LUMO energy (alpha / beta) is -7.7 / -9.6 eV. For the orbital gap (alpha / beta), the calculation gives 7.8 / 5.9 eV.

Atoms and positions in Å:
Os -1.003 1.506 -0.858
C -0.966 3.385 -4.389
C -1.311 4.730 -3.810
C -1.147 5.895 -4.549
C -1.478 7.135 -4.017
C -1.981 7.247 -2.728
C -2.150 6.106 -1.963
C -1.814 4.865 -2.510
P -2.212 3.417 -1.567
C -2.101 3.659 0.225
C -3.190 3.225 1.023
C -3.140 3.343 2.391
C -1.999 3.882 2.989
C -0.926 4.300 2.222
C -0.937 4.216 0.832
C 0.235 4.777 0.074
C -3.792 2.759 -2.046
C -4.806 3.546 -2.590
C -5.996 2.941 -2.957
C -6.156 1.570 -2.786
C -5.136 0.792 -2.252
C -3.936 1.382 -1.879
C -2.807 0.566 -1.289
H -0.564 3.483 -5.394
H -1.849 2.742 -4.456
H -0.208 2.876 -3.786
H -0.757 5.830 -5.556
H -1.342 8.024 -4.617
H -2.240 8.214 -2.321
H -2.545 6.181 -0.957
H -4.075 2.826 0.543
H -3.982 3.037 2.995
H -1.957 3.984 4.066
H -0.058 4.729 2.708
H 1.163 4.557 0.601
H 0.139 5.863 0.013
H 0.337 4.406 -0.941
H -4.663 4.610 -2.733
H -6.793 3.532 -3.384
H -7.083 1.099 -3.084
H -5.275 -0.276 -2.139
H -2.598 -0.325 -1.889
H -3.089 0.189 -0.291
F -0.929 -4.622 2.101
C 0.153 -3.922 1.736
C -0.046 -2.709 1.161
C 1.049 -1.902 0.804
C 0.866 -0.609 0.219
O -0.362 -0.197 0.032
C 2.003 0.138 -0.097
C 3.249 -0.401 0.184
N 3.434 -1.606 0.704
C 4.795 -2.067 0.978
C 5.367 -3.172 0.139
C 5.874 -1.770 -0.013
C 2.339 -2.395 1.050
C 2.524 -3.653 1.633
C 1.449 -4.450 2.000
N 1.659 -5.698 2.586
C 0.589 -6.687 2.783
C 1.204 -8.019 3.218
N 2.543 -8.177 2.556
C 3.535 -7.172 3.104
C 2.777 -5.905 3.498
C 2.022 1.508 -0.695
O 2.994 2.201 -0.699
O 0.867 1.889 -1.273
H -1.057 -2.360 1.007
H 4.135 0.183 -0.025
H 5.034 -2.027 2.033
H 4.751 -3.560 -0.661
H 5.995 -3.899 0.634
H 5.615 -1.251 -0.925
H 6.844 -1.518 0.388
H 3.532 -4.012 1.769
H 0.053 -6.825 1.847
H -0.134 -6.395 3.546
H 0.571 -8.855 2.928
H 1.385 -8.079 4.289
H 2.435 -8.033 1.551
H 2.900 -9.126 2.678
H 4.272 -7.000 2.323
H 4.025 -7.631 3.961
H 3.464 -5.066 3.479
H 2.412 -5.978 4.527

Record 2
Density functional theory data (ωB97M-V/def2-TZVPD) for a structure of composition C38H39AsCsF5N4O7S2 at a distorted geometry.

As for the energy above the lowest of the compared OMol25 structures with the same formula, charge and spin: 1.27 kcal per mole. As for the total charge: -2. Its LUMO energy is 3.7 eV. For the orbital gap, the calculation gives 6.0 eV.

Atoms and positions in Å:
Cs 1.625 -1.622 -2.267
O -0.021 -3.091 -0.147
C 0.655 -3.793 0.881
C 2.178 -3.663 0.833
N 2.628 -2.297 0.660
C 4.074 -2.198 0.496
C 4.621 -2.806 -0.822
O 5.330 -3.819 -0.723
O 4.311 -2.178 -1.877
C 2.159 -1.346 1.658
C 1.750 0.000 1.024
O 2.063 1.045 1.622
O 1.103 -0.089 -0.060
H 0.115 -2.138 0.002
H 0.399 -4.847 0.761
H 0.270 -3.482 1.860
H 2.570 -4.244 -0.006
H 2.583 -4.131 1.752
H 4.604 -2.672 1.339
H 4.320 -1.132 0.493
H 2.906 -1.166 2.440
H 1.261 -1.720 2.153
C -5.402 -2.646 3.134
C -4.992 -1.878 4.216
C -3.776 -1.208 4.170
C -2.964 -1.284 3.041
C -3.381 -2.061 1.962
C -4.593 -2.738 2.010
As -1.195 -0.438 2.917
C -0.807 -0.614 4.852
C -0.772 0.444 5.754
C -0.455 0.229 7.092
C -0.169 -1.048 7.547
C -0.194 -2.113 6.654
C -0.503 -1.892 5.321
C -1.650 1.462 2.949
C -2.940 1.957 3.100
C -3.163 3.326 3.163
C -2.097 4.212 3.079
C -0.810 3.722 2.913
C -0.584 2.352 2.842
H -6.348 -3.172 3.168
H -5.615 -1.805 5.100
H -3.454 -0.628 5.027
H -2.759 -2.117 1.078
H -4.904 -3.337 1.163
H -0.996 1.449 5.415
H -0.434 1.068 7.778
H 0.077 -1.215 8.589
H 0.035 -3.116 6.996
H -0.516 -2.731 4.631
H -3.779 1.275 3.152
H -4.175 3.701 3.271
H -2.273 5.281 3.123
H 0.027 4.404 2.821
H 0.425 1.978 2.683
O -2.304 0.133 0.259
S -1.807 0.456 -1.129
C -0.938 2.039 -1.037
C -2.021 3.099 -0.941
C -3.010 2.736 -2.048
C -3.255 1.232 -1.940
H -0.386 2.116 -1.979
H -0.239 1.962 -0.208
H -1.610 4.104 -1.064
H -2.499 3.047 0.040
H -2.563 2.951 -3.022
H -3.946 3.294 -1.970
H -3.401 0.752 -2.905
H -4.065 0.984 -1.252
F -1.749 2.641 -9.917
C -1.619 2.110 -8.683
C -1.425 2.921 -7.581
F -1.375 4.258 -7.750
C -1.291 2.369 -6.323
F -1.121 3.229 -5.305
C -1.336 0.987 -6.073
S -1.168 0.316 -4.494
C -1.539 0.209 -7.223
F -1.613 -1.128 -7.125
C -1.677 0.743 -8.489
F -1.874 -0.063 -9.552
C 6.199 0.361 -1.913
N 5.324 0.470 -3.061
C 5.518 -0.405 -4.203
C 4.126 -0.402 -4.840
O 3.869 -0.905 -5.911
N 3.250 0.234 -3.984
C 3.971 0.630 -2.954
N 3.434 1.206 -1.861
H 7.231 0.403 -2.260
H 6.036 -0.578 -1.378
H 6.054 1.208 -1.242
H 5.749 -1.422 -3.873
H 6.278 -0.037 -4.894
H 2.444 1.090 -1.684
H 3.978 1.222 -1.015

Record 3
Density functional theory data (ωB97M-V/def2-TZVPD) for a structure of composition C38H39AsN4O9P2PbS at a distorted geometry.

As for the energy above the lowest of the compared OMol25 structures with the same formula, charge and spin: 3.08 kcal per mole. As for the total charge: +2. Its LUMO energy (alpha / beta) is -8.6 / -7.3 eV. For the orbital gap (alpha / beta), the calculation gives 3.2 / 4.4 eV.

Atoms and positions in Å:
Pb 11.921 9.654 16.251
C 7.749 6.759 21.417
O 7.312 5.895 20.332
C 7.875 6.256 19.130
C 7.166 5.888 17.988
C 7.619 6.296 16.700
C 8.602 7.253 16.548
C 9.009 7.817 15.283
C 8.891 6.939 14.107
O 9.508 8.932 15.222
C 9.527 7.416 17.695
O 10.743 7.831 17.507
C 9.145 6.850 18.943
H 6.908 6.751 22.106
H 7.899 7.765 21.101
H 8.634 6.271 21.985
H 6.296 5.204 18.099
H 7.046 5.940 15.826
H 7.922 7.004 13.525
H 9.076 5.880 14.461
H 9.708 7.185 13.362
H 9.812 6.897 19.826
C 14.354 9.085 19.385
N 13.079 9.768 19.564
C 12.146 9.315 20.468
C 11.206 10.246 20.598
N 11.430 11.260 19.654
C 12.679 11.002 19.093
S 13.689 12.058 18.295
C 10.550 12.327 19.237
C 9.798 13.032 20.256
C 9.114 14.138 19.840
C 9.206 14.520 18.506
C 9.860 13.749 17.578
N 10.575 12.683 17.957
H 14.339 8.457 18.477
H 14.549 8.521 20.296
H 15.182 9.821 19.264
H 12.335 8.403 21.015
H 10.322 10.265 21.241
H 9.645 12.607 21.263
H 8.539 14.755 20.577
H 8.859 15.523 18.261
H 10.028 14.154 16.555
N 12.902 7.564 11.897
C 13.805 8.249 12.983
C 15.268 8.220 12.588
P 13.505 7.281 14.561
O 14.735 6.241 14.451
O 12.228 6.571 14.396
O 13.675 8.187 15.764
P 13.096 10.004 13.067
O 14.312 10.959 13.528
O 11.928 10.142 14.012
O 12.590 10.260 11.642
H 12.365 6.830 12.367
H 13.502 7.084 11.154
H 12.234 8.262 11.476
H 15.578 7.257 12.245
H 15.969 8.531 13.349
H 15.352 8.827 11.679
H 14.782 5.512 15.103
H 14.575 11.555 12.822
C 7.902 10.420 7.695
C 7.532 11.462 8.584
C 8.292 11.722 9.694
C 9.363 10.874 9.996
C 9.802 9.951 9.061
C 9.043 9.695 7.936
As 10.202 10.865 11.835
C 8.569 11.320 12.943
C 7.525 10.507 13.294
C 6.461 11.082 13.994
C 6.474 12.410 14.391
C 7.525 13.232 14.031
C 8.573 12.679 13.270
C 9.750 13.464 12.743
C 9.832 14.857 12.783
C 10.751 15.530 11.970
C 11.534 14.788 11.088
C 11.638 13.400 11.182
C 10.664 12.703 11.963
H 7.197 10.267 6.909
H 6.646 12.103 8.354
H 8.010 12.500 10.454
H 10.644 9.332 9.351
H 9.334 8.898 7.288
H 7.510 9.460 13.015
H 5.717 10.354 14.263
H 5.608 12.809 14.871
H 7.569 14.312 14.244
H 9.203 15.403 13.482
H 10.759 16.599 12.027
H 12.288 15.223 10.420
H 12.395 12.842 10.605

| no. | E (eV) |
| --- | --- |
| 1 | -65083.60324 |
| 2 | -156980.38608 |
| 3 | -159914.49011 |